No. 1
53
Properties=species:S:1:pos:R:3:lowdin_charge:R:1 method="wB97M-V/def2-TZVPD" energy_ev=-177468.233 spin_multiplicity=2 total_charge=+3 e_lumo_ev="-11.90 / -11.96"
Re 0.295 0.235 -0.114 1.73
C 1.649 3.309 0.292 0.00
C 1.966 2.654 -1.012 -0.25
C 2.564 3.385 -2.039 0.04
C 2.923 2.766 -3.212 0.05
C 2.734 1.383 -3.355 0.05
C 2.152 0.704 -2.332 -0.18
N 1.724 1.335 -1.188 -0.03
C 2.024 -0.766 -2.248 -0.15
C 2.572 -1.706 -3.090 0.06
C 2.527 -3.044 -2.708 0.06
C 2.009 -3.416 -1.467 0.06
C 1.470 -2.436 -0.672 -0.16
N 1.418 -1.162 -1.110 -0.04
C 1.055 -2.526 0.741 -0.20
C 1.120 -3.652 1.510 0.05
C 0.856 -3.540 2.880 0.04
C 0.573 -2.304 3.418 0.04
C 0.498 -1.181 2.596 -0.27
C 0.234 0.172 3.180 0.01
N 0.707 -1.312 1.268 -0.05
H 2.585 3.635 0.750 0.12
H 1.148 2.645 0.993 0.05
H 1.032 4.195 0.144 0.10
H 2.744 4.442 -1.890 0.15
H 3.378 3.336 -4.014 0.15
H 3.053 0.871 -4.253 0.14
H 3.057 -1.413 -4.011 0.14
H 2.954 -3.799 -3.356 0.15
H 2.055 -4.445 -1.135 0.14
H 1.397 -4.602 1.075 0.14
H 0.896 -4.417 3.515 0.15
H 0.407 -2.185 4.481 0.15
H 1.164 0.565 3.602 0.12
H -0.487 0.111 3.994 0.11
H -0.138 0.889 2.448 0.05
Br -2.230 4.531 -0.958 0.96
C -2.953 2.935 -0.362 -0.57
C -4.325 2.820 -0.113 -0.11
C -4.861 1.632 0.336 -0.59
Br -6.680 1.527 0.643 0.98
C -4.026 0.486 0.556 -0.15
C -4.451 -0.779 0.957 0.06
C -3.519 -1.802 1.073 0.02
C -2.189 -1.562 0.789 -0.05
N -1.732 -0.347 0.430 -0.01
C -2.655 0.649 0.317 -0.16
C -2.127 1.843 -0.129 -0.34
O -0.809 1.795 -0.330 -0.22
H -4.970 3.672 -0.280 0.12
H -5.499 -0.965 1.160 0.12
H -3.823 -2.795 1.373 0.14
H -1.468 -2.364 0.857 0.11

---

No. 2
67
Properties=species:S:1:pos:R:3:lowdin_charge:R:1 method="wB97M-V/def2-TZVPD" e_above_lowest_ev=2.778 energy_ev=-80546.059 spin_multiplicity=2 e_lumo_ev="-2.17 / -2.00"
Ru -2.209 0.210 0.082 1.00
N -2.972 -2.005 3.854 0.20
C -2.646 -1.501 2.657 -0.54
O -2.270 -0.340 2.545 -0.03
C -2.753 -2.429 1.470 -0.19
C -3.424 -1.703 0.318 -0.13
H -2.964 -1.398 4.659 0.13
H -3.284 -2.953 3.964 0.11
H -3.297 -3.343 1.746 0.12
H -1.735 -2.723 1.183 0.11
H -4.446 -1.395 0.563 0.07
H -3.377 -2.265 -0.617 0.06
N -3.890 2.181 -2.643 0.15
C -3.116 1.138 -3.054 -0.45
N -2.854 0.844 -4.325 0.03
N -2.067 -0.196 -4.283 -0.10
N -1.829 -0.562 -3.071 -0.09
N -2.469 0.259 -2.249 -0.07
C -4.061 2.501 -1.332 -0.44
N -4.948 3.348 -0.818 0.03
N -4.757 3.309 0.478 -0.09
N -3.804 2.502 0.787 -0.11
N -3.319 1.975 -0.327 -0.14
H -4.427 2.673 -3.342 0.15
F 3.868 2.016 5.251 0.14
C 3.121 2.888 4.549 -0.59
F 2.325 3.500 5.431 0.15
F 3.972 3.819 4.084 0.15
C 2.373 2.206 3.436 -0.11
C 0.990 2.278 3.348 0.02
C 0.346 1.624 2.311 -0.07
C 1.083 0.899 1.382 -0.34
C 2.473 0.846 1.466 -0.06
C 3.120 1.500 2.497 0.01
P 0.180 0.047 0.042 1.02
C 0.957 0.816 -1.418 -0.34
C 0.306 1.960 -1.877 -0.08
C 0.814 2.675 -2.941 0.02
C 1.991 2.245 -3.542 -0.10
C 2.646 1.106 -3.095 0.01
C 2.130 0.388 -2.030 -0.06
C 2.545 3.038 -4.694 -0.59
F 3.865 2.865 -4.853 0.14
F 1.977 2.712 -5.866 0.15
F 2.345 4.356 -4.534 0.14
C 0.858 -1.640 0.116 -0.35
C 0.806 -2.433 -1.033 -0.07
C 1.207 -3.754 -0.981 0.01
C 1.622 -4.298 0.230 -0.11
C 1.643 -3.527 1.387 0.00
C 1.259 -2.201 1.329 -0.07
C 2.003 -5.751 0.315 -0.59
F 0.963 -6.529 0.680 0.14
F 2.965 -5.971 1.225 0.14
F 2.452 -6.240 -0.846 0.15
H 0.432 2.833 4.085 0.13
H -0.737 1.662 2.225 0.08
H 3.042 0.293 0.733 0.11
H 4.195 1.468 2.589 0.13
H -0.611 2.274 -1.385 0.09
H 0.317 3.560 -3.308 0.13
H 3.556 0.791 -3.581 0.13
H 2.637 -0.502 -1.688 0.11
H 0.436 -2.008 -1.957 0.10
H 1.207 -4.367 -1.868 0.13
H 1.969 -3.970 2.315 0.13
H 1.268 -1.601 2.228 0.11

---

No. 3
56
Properties=species:S:1:pos:R:3:lowdin_charge:R:1 method="wB97M-V/def2-TZVPD" e_above_lowest_ev=0.000 energy_ev=-252626.919 total_charge=+2 e_lumo_ev=-6.85
In 13.906 13.423 5.402 1.00
O 10.494 16.038 6.585 0.04
C 11.208 17.221 6.585 -0.25
C 10.605 18.474 6.546 0.00
C 11.366 19.630 6.387 -0.05
C 12.752 19.542 6.292 -0.05
C 13.344 18.267 6.353 -0.01
C 12.579 17.099 6.458 -0.12
C 13.208 15.765 6.420 -0.41
O 13.220 15.291 5.078 -0.23
N 14.552 15.762 6.995 0.04
N 15.287 14.738 6.523 -0.08
C 16.558 14.807 6.296 -0.16
C 17.306 13.642 5.856 -0.51
Br 16.487 13.124 4.127 0.90
C 18.358 13.057 6.459 -0.04
C 19.280 11.980 6.092 -0.22
C 19.378 11.344 4.831 -0.04
C 20.440 10.471 4.654 -0.05
C 21.325 10.164 5.703 -0.06
C 21.211 10.751 6.932 -0.04
C 20.212 11.732 7.085 -0.02
H 9.569 16.220 6.796 0.12
H 9.503 18.551 6.549 0.13
H 10.891 20.604 6.281 0.12
H 13.348 20.424 6.153 0.11
H 14.388 18.205 6.154 0.10
H 12.604 15.092 7.076 0.15
H 15.048 16.656 7.058 0.14
H 17.140 15.722 6.533 0.17
H 18.523 13.499 7.437 0.13
H 18.697 11.531 4.023 0.05
H 20.589 10.038 3.651 0.12
H 22.086 9.466 5.446 0.11
H 21.962 10.535 7.708 0.13
H 19.999 12.191 8.044 0.12
Br 7.428 11.328 4.520 0.84
C 9.204 12.032 4.685 -0.60
C 9.494 13.394 4.548 -0.02
C 10.859 13.715 4.554 -0.07
N 11.837 12.851 4.779 0.03
C 11.544 11.555 4.953 -0.20
C 10.237 11.124 4.909 -0.04
C 12.686 10.650 5.162 -0.18
C 12.630 9.343 4.757 -0.06
C 13.663 8.495 5.001 -0.61
Br 13.606 6.818 4.122 0.89
C 14.744 9.011 5.746 -0.03
C 14.806 10.350 6.041 -0.08
N 13.791 11.195 5.753 0.03
H 8.681 14.138 4.478 0.14
H 11.179 14.741 4.395 0.12
H 10.020 10.093 5.180 0.13
H 11.795 8.987 4.184 0.12
H 15.615 8.370 5.862 0.13
H 15.672 10.776 6.488 0.12

---

No. 4
54
Properties=species:S:1:pos:R:3:lowdin_charge:R:1 method="wB97M-V/def2-TZVPD" e_above_lowest_ev=0.000 energy_ev=-107869.607 spin_multiplicity=5 total_charge=-1 e_lumo_ev="2.75 / 1.19"
Co -0.633 0.772 0.201 0.47
C -2.324 3.941 2.442 -0.02
C -1.919 2.508 2.226 -0.45
O -2.054 2.024 1.099 -0.07
C -1.414 1.764 3.362 0.00
C -0.824 0.525 3.315 -0.32
C -0.360 -0.127 4.584 -0.05
N -0.583 -0.094 2.129 -0.04
N -0.057 -1.299 2.236 0.07
C 0.444 -1.699 1.023 -0.43
O 0.478 -0.992 0.009 -0.04
C 1.010 -3.083 0.972 -0.14
C 1.258 -3.813 2.130 -0.03
C 1.812 -5.083 2.047 -0.09
C 2.114 -5.631 0.806 -0.10
C 1.859 -4.905 -0.351 -0.08
C 1.313 -3.632 -0.268 -0.02
H -2.339 4.447 1.480 0.09
H -1.632 4.446 3.117 0.08
H -3.324 3.978 2.883 0.09
H -1.452 2.252 4.327 0.10
H -0.650 0.471 5.446 0.07
H 0.725 -0.241 4.568 0.07
H -0.781 -1.129 4.671 0.08
H 1.014 -3.371 3.087 0.10
H 2.009 -5.646 2.951 0.09
H 2.549 -6.620 0.742 0.09
H 2.087 -5.332 -1.320 0.10
H 1.114 -3.044 -1.155 0.12
Cl 2.559 0.781 2.239 0.70
C 3.355 1.739 1.024 -0.66
C 4.738 1.671 1.017 -0.15
C 5.465 2.418 0.108 -0.12
C 4.786 3.232 -0.782 -0.15
C 3.402 3.285 -0.757 -0.68
Cl 2.651 4.347 -1.920 0.62
C 2.605 2.538 0.139 -0.71
S 0.865 2.695 0.124 0.59
H 5.234 1.032 1.735 0.09
H 6.546 2.371 0.096 0.09
H 5.321 3.831 -1.507 0.09
C -1.681 0.457 -1.498 -0.06
C -2.313 0.267 -2.524 -0.16
C -3.058 0.050 -3.734 -0.27
C -2.442 0.153 -4.988 -0.05
C -3.164 -0.043 -6.156 -0.11
C -4.518 -0.353 -6.105 -0.12
C -5.140 -0.465 -4.868 -0.11
C -4.421 -0.266 -3.698 -0.05
H -1.387 0.392 -5.025 0.11
H -2.665 0.044 -7.114 0.09
H -5.081 -0.501 -7.018 0.09
H -6.195 -0.709 -4.814 0.09
H -4.905 -0.353 -2.733 0.11

---

No. 5
61
Properties=species:S:1:pos:R:3:lowdin_charge:R:1 method="wB97M-V/def2-TZVPD" e_above_lowest_ev=0.647 energy_ev=-66320.246 e_lumo_ev=-0.98
Re 0.301 0.178 -0.884 1.68
O -3.862 -1.309 2.550 0.06
C -3.903 0.033 2.552 -0.27
C -4.827 0.659 3.389 -0.01
C -4.927 2.035 3.418 -0.08
C -4.112 2.824 2.610 -0.09
C -3.188 2.219 1.785 -0.02
C -3.062 0.827 1.754 -0.08
C -2.059 0.233 0.868 -0.39
O -1.166 0.998 0.342 -0.15
N -2.068 -1.048 0.628 0.06
N -1.099 -1.385 -0.273 -0.08
C -1.193 -2.582 -0.749 -0.04
C -0.433 -3.156 -1.818 -0.17
C -0.681 -4.484 -2.195 -0.04
C -0.039 -5.049 -3.272 -0.09
C 0.859 -4.272 -4.009 -0.07
C 1.108 -2.960 -3.673 0.01
C 0.475 -2.378 -2.567 -0.32
O 0.710 -1.133 -2.242 -0.24
H -3.248 -1.596 1.839 0.07
H -5.467 0.036 4.000 0.12
H -5.652 2.500 4.074 0.10
H -4.202 3.902 2.633 0.10
H -2.553 2.802 1.131 0.11
H -1.994 -3.187 -0.332 0.14
H -1.400 -5.058 -1.621 0.11
H -0.240 -6.074 -3.548 0.10
H 1.363 -4.709 -4.861 0.11
H 1.788 -2.349 -4.253 0.13
O 1.529 3.124 -3.108 -0.30
Cl 1.427 1.716 -3.354 0.68
O 1.925 1.387 -4.636 -0.27
O 0.060 1.285 -3.198 -0.37
O 2.201 1.019 -2.317 -0.38
C 0.573 5.651 -1.001 0.01
N 1.108 4.415 -0.444 -0.02
C 2.321 4.359 0.115 -0.01
C 2.854 3.200 0.596 0.05
C 2.093 2.048 0.382 -0.31
O 2.473 0.867 0.848 0.07
N 0.935 2.067 -0.257 0.02
C 0.333 3.255 -0.659 -0.49
O -0.770 3.328 -1.130 0.10
H 1.059 6.499 -0.525 0.09
H -0.498 5.677 -0.828 0.10
H 0.743 5.665 -2.078 0.11
H 2.859 5.294 0.187 0.14
H 3.817 3.153 1.076 0.12
C 1.635 -0.186 0.526 -0.19
C 1.982 -1.386 1.274 -0.20
C 2.427 -1.349 2.598 -0.02
C 2.741 -2.523 3.259 -0.07
C 2.650 -3.743 2.603 -0.08
C 2.227 -3.791 1.282 -0.06
C 1.881 -2.622 0.628 -0.02
H 2.497 -0.399 3.113 0.12
H 3.054 -2.494 4.295 0.11
H 2.912 -4.658 3.118 0.10
H 2.163 -4.736 0.758 0.11
H 1.561 -2.642 -0.402 0.09

---

No. 6
57
Properties=species:S:1:pos:R:3:lowdin_charge:R:1 method="wB97M-V/def2-TZVPD" e_above_lowest_ev=0.000 energy_ev=-82044.871 spin_multiplicity=2 e_lumo_ev="-1.31 / -1.31"
Co 0.398 0.503 0.018 0.56
O 2.735 -4.121 0.884 0.06
C 2.021 -4.346 -0.234 -0.26
C 2.080 -5.626 -0.788 -0.01
C 1.376 -5.921 -1.938 -0.08
C 0.596 -4.952 -2.565 -0.08
C 0.535 -3.687 -2.021 -0.01
C 1.239 -3.362 -0.858 -0.08
C 1.129 -2.000 -0.316 -0.34
O 0.398 -1.140 -0.933 -0.02
N 1.772 -1.729 0.818 0.10
N 1.505 -0.449 1.166 -0.07
C 1.923 0.156 2.237 -0.01
C 1.507 1.532 2.316 -0.20
C 1.878 2.430 3.320 0.00
C 1.423 3.727 3.265 -0.04
C 0.601 4.126 2.204 -0.03
C 0.270 3.200 1.239 -0.06
N 0.704 1.939 1.286 0.07
H 2.591 -3.188 1.145 0.05
H 2.688 -6.368 -0.290 0.12
H 1.435 -6.920 -2.353 0.11
H 0.043 -5.189 -3.463 0.10
H -0.064 -2.913 -2.480 0.12
H 2.536 -0.334 2.982 0.14
H 2.518 2.090 4.121 0.12
H 1.700 4.432 4.036 0.11
H 0.216 5.132 2.134 0.11
H -0.365 3.452 0.400 0.12
O -4.616 1.697 -0.984 0.05
C -4.709 0.890 0.088 -0.27
C -5.986 0.617 0.581 -0.02
C -6.150 -0.197 1.683 -0.09
C -5.048 -0.760 2.322 -0.10
C -3.784 -0.493 1.839 -0.03
C -3.592 0.329 0.724 -0.08
C -2.224 0.577 0.248 -0.38
O -1.232 0.043 0.876 -0.06
N -2.073 1.326 -0.838 0.08
N -0.751 1.402 -1.131 -0.13
C -0.222 2.018 -2.153 -0.07
C 1.213 1.963 -2.171 -0.25
C 2.034 2.603 -3.106 -0.04
C 3.399 2.484 -2.995 -0.08
C 3.946 1.727 -1.947 -0.08
C 3.093 1.123 -1.053 -0.11
N 1.764 1.228 -1.153 0.02
H -3.666 1.790 -1.204 0.05
H -6.832 1.061 0.074 0.11
H -7.149 -0.397 2.050 0.10
H -5.180 -1.401 3.183 0.10
H -2.908 -0.917 2.309 0.11
H -0.817 2.531 -2.898 0.12
H 1.581 3.183 -3.898 0.11
H 4.047 2.971 -3.712 0.10
H 5.013 1.602 -1.836 0.09
H 3.460 0.524 -0.229 0.11

---

No. 7
71
Properties=species:S:1:pos:R:3:lowdin_charge:R:1 method="wB97M-V/def2-TZVPD" energy_ev=-176446.855 spin_multiplicity=2 total_charge=+2 e_lumo_ev="-7.96 / -7.46"
Ru -0.164 0.373 0.488 1.47
C 1.502 -0.721 3.911 -0.06
C 0.054 -0.444 3.843 -0.59
N -0.684 -0.373 2.771 -0.01
C -2.021 -0.240 3.051 -0.35
C -2.300 -0.169 4.393 -0.30
S -0.866 -0.282 5.313 1.17
C -2.983 -0.251 1.965 -0.34
C -4.330 -0.480 2.085 -0.30
S -5.082 -0.482 0.554 1.17
C -3.550 -0.173 -0.187 -0.59
N -2.570 -0.077 0.667 0.03
C -3.420 -0.046 -1.655 -0.06
H 1.874 -1.110 2.963 0.05
H 1.716 -1.439 4.704 0.10
H 2.062 0.188 4.144 0.09
H -3.256 -0.058 4.865 0.09
H -4.894 -0.655 2.978 0.09
H -4.397 0.049 -2.121 0.09
H -2.926 -0.928 -2.063 0.09
H -2.809 0.821 -1.898 0.07
F 4.286 0.645 -1.444 0.15
C 4.597 -0.376 -0.650 -0.66
F 5.776 -0.163 -0.111 0.19
F 4.625 -1.477 -1.386 0.17
S 3.226 -0.520 0.639 0.63
O 2.041 -0.195 -0.154 -0.41
O 3.235 -1.841 1.165 -0.24
N 3.569 0.584 1.702 -0.26
S 2.679 1.840 1.969 0.61
O 3.047 2.547 3.135 -0.20
O 1.249 1.556 1.872 -0.42
C 2.921 2.964 0.470 -0.65
F 2.389 4.161 0.687 0.16
F 4.181 3.090 0.112 0.19
F 2.245 2.422 -0.560 0.08
Se 0.090 -5.510 -4.984 1.24
N 0.056 -5.493 -3.235 -0.23
C 0.029 -4.247 -2.804 -0.32
C -0.013 -3.851 -1.426 -0.06
C 0.053 -4.770 -0.373 0.06
C 0.008 -4.300 0.920 0.01
C -0.133 -2.930 1.134 -0.09
N -0.208 -2.055 0.151 0.07
C -0.120 -2.476 -1.117 -0.14
C -0.137 -1.482 -2.169 -0.15
N -0.262 -0.194 -1.825 0.04
C -0.246 0.741 -2.754 -0.11
C -0.106 0.456 -4.113 0.01
C -0.009 -0.862 -4.505 0.06
C -0.034 -1.863 -3.527 -0.06
C 0.025 -3.261 -3.846 -0.33
N 0.056 -3.761 -5.066 -0.23
H 0.145 -5.822 -0.601 0.13
H 0.074 -4.969 1.764 0.13
H -0.204 -2.542 2.138 0.10
H -0.371 1.757 -2.410 0.08
H -0.090 1.256 -4.835 0.13
H 0.081 -1.150 -5.542 0.13
C -0.003 4.230 -1.631 0.00
C -0.603 3.865 -0.321 -0.36
N -0.841 2.674 0.221 0.03
C -1.434 2.914 1.436 -0.15
C -1.562 4.257 1.623 -0.04
N -1.031 4.834 0.512 0.13
H 0.684 3.475 -1.992 0.06
H 0.545 5.167 -1.525 0.10
H -0.782 4.389 -2.381 0.10
H -1.728 2.122 2.103 0.08
H -1.984 4.828 2.423 0.13
H -0.970 5.827 0.340 0.18

---

No. 8
59
Properties=species:S:1:pos:R:3:lowdin_charge:R:1 method="wB97M-V/def2-TZVPD" energy_ev=-60815.279 spin_multiplicity=2 total_charge=+2 e_lumo_ev="-7.36 / -7.35"
Mo -0.643 -0.909 0.340 1.73
O -4.568 3.861 0.376 0.15
C -3.659 2.898 0.337 -0.24
C -2.819 2.672 -0.767 0.12
C -1.919 1.639 -0.671 -0.15
N -1.820 0.898 0.420 0.02
C -2.646 1.059 1.445 -0.14
C -3.588 2.054 1.461 0.14
C -2.465 -0.036 2.455 -0.45
O -3.145 -0.239 3.400 0.21
O -1.402 -0.826 2.094 -0.22
C -1.020 1.123 -1.755 -0.45
O -0.853 1.593 -2.830 0.18
O -0.405 -0.021 -1.327 -0.20
H -4.578 4.395 -0.430 0.14
H -2.884 3.257 -1.676 0.15
H -4.266 2.178 2.294 0.16
O -2.419 -1.635 -0.327 -0.26
N -2.646 -2.966 -0.337 -0.15
C -3.910 -3.356 -0.601 0.03
C -4.205 -4.691 -0.676 0.00
C -3.183 -5.620 -0.480 0.00
C -1.903 -5.187 -0.206 -0.04
C -1.630 -3.825 -0.132 -0.57
S -0.047 -3.189 0.220 0.78
H -4.611 -2.548 -0.740 0.15
H -5.219 -4.995 -0.886 0.13
H -3.391 -6.680 -0.540 0.13
H -1.094 -5.884 -0.042 0.13
C 2.005 2.309 -4.266 -0.02
O 2.314 1.622 -3.042 -0.08
C 2.025 2.234 -1.876 -0.24
C 1.348 3.438 -1.736 0.00
C 1.167 3.968 -0.465 -0.05
C 1.661 3.329 0.665 -0.05
C 2.340 2.129 0.534 0.00
C 2.493 1.578 -0.727 -0.14
N 3.264 0.416 -1.010 0.18
C 3.705 -0.571 -0.297 0.06
C 3.409 -0.970 1.059 -0.13
C 4.470 -1.542 1.780 0.00
C 4.297 -1.943 3.088 -0.04
C 3.040 -1.832 3.676 -0.02
C 1.958 -1.336 2.966 0.01
C 2.140 -0.908 1.661 -0.33
O 1.099 -0.431 0.951 -0.30
H 2.513 3.272 -4.298 0.11
H 0.927 2.431 -4.361 0.09
H 2.372 1.670 -5.061 0.11
H 0.982 3.968 -2.603 0.12
H 0.655 4.916 -0.362 0.12
H 1.543 3.776 1.642 0.12
H 2.764 1.649 1.404 0.12
H 3.575 0.423 -1.980 0.17
H 4.440 -1.177 -0.818 0.16
H 5.439 -1.644 1.306 0.13
H 5.127 -2.352 3.645 0.12
H 2.894 -2.156 4.698 0.13
H 0.972 -1.282 3.409 0.12

---

| no. | largest force on an atom (eV/A) |
| --- | --- |
| 1 | 0.835 |
| 2 | 2.989 |
| 3 | 1.733 |
| 4 | 0.485 |
| 5 | 2.968 |
| 6 | 1.830 |
| 7 | 4.328 |
| 8 | 0.723 |